Model w:
{
  "formula": "C29H84N4O13",
  "method": "ωB97M-V/def2-TZVPD",
  "elements": ["O", "H", "H", "O", "H", "H", "C", "O", "N", "N", "H", "H", "H", "H", "C", "O", "N", "N", "H", "H", "H", "H", "C", "C", "C", "O", "H", "H", "H", "H", "H", "H", "H", "H", "C", "C", "C", "O", "H", "H", "H", "H", "H", "H", "H", "H", "C", "C", "C", "O", "H", "H", "H", "H", "H", "H", "H", "H", "C", "C", "C", "O", "H", "H", "H", "H", "H", "H", "H", "H", "C", "C", "C", "O", "H", "H", "H", "H", "H", "H", "H", "H", "C", "C", "C", "O", "H", "H", "H", "H", "H", "H", "H", "H", "C", "C", "C", "O", "H", "H", "H", "H", "H", "H", "H", "H", "C", "C", "C", "O", "H", "H", "H", "H", "H", "H", "H", "H", "C", "C", "C", "O", "H", "H", "H", "H", "H", "H", "H", "H"],
  "xyz": [[-11.6913, 15.1224, 16.2308], [-11.0227, 14.9416, 15.5701], [-11.2317, 15.0396, 17.0663], [-10.2737, 13.3931, 15.4264], [-9.5116, 13.7408, 14.9633], [-10.2320, 12.4478, 15.2815], [-14.6519, 17.9106, 10.9670], [-14.3780, 17.8539, 9.8042], [-13.7390, 17.4982, 11.7948], [-15.6202, 18.4535, 11.6138], [-12.8970, 17.1018, 11.4024], [-13.8614, 17.5656, 12.7951], [-15.4462, 18.5906, 12.5992], [-16.4332, 18.8211, 11.1405], [-12.5733, 11.7372, 14.1643], [-13.6129, 11.6635, 14.7887], [-11.8804, 10.7566, 13.6936], [-12.0333, 12.7858, 13.7827], [-10.9624, 10.9730, 13.3322], [-12.0694, 9.8177, 14.0142], [-11.3453, 12.8090, 13.0436], [-12.4473, 13.6306, 14.1501], [-14.8821, 13.5931, 15.7161], [-15.5514, 13.3589, 14.3518], [-15.0885, 14.2907, 13.2120], [-15.4468, 11.9847, 14.0198], [-15.2059, 14.5037, 16.2202], [-13.8258, 13.7796, 15.5225], [-15.0141, 12.7779, 16.4275], [-16.6209, 13.5254, 14.4812], [-15.3306, 13.7496, 12.2972], [-14.0116, 14.4525, 13.1642], [-15.6750, 15.2021, 13.0954], [-14.5544, 11.6552, 14.1490], [-12.0471, 19.4117, 10.6721], [-10.5959, 18.9590, 10.4317], [-9.5545, 20.0574, 10.8484], [-10.4270, 17.7990, 11.2151], [-12.3279, 20.1550, 9.9260], [-12.2022, 19.8976, 11.6354], [-12.6968, 18.5573, 10.4820], [-10.4558, 18.6307, 9.4018], [-9.6571, 20.7538, 10.0161], [-8.5732, 19.6717, 11.1246], [-9.9881, 20.5036, 11.7433], [-9.5445, 17.5167, 10.9641], [-9.9024, 21.3368, 15.2475], [-10.8012, 21.0937, 14.0160], [-11.0193, 19.5483, 13.7098], [-12.0843, 21.7452, 14.2794], [-10.4058, 21.3050, 16.2137], [-9.3228, 22.2599, 15.2354], [-9.0676, 20.6465, 15.1264], [-10.3254, 21.5641, 13.1555], [-10.1573, 19.3245, 13.0813], [-11.9298, 19.3211, 13.1554], [-10.9755, 18.9287, 14.6054], [-11.9729, 22.6976, 14.3249], [-8.0346, 15.3153, 12.5188], [-8.5768, 14.0810, 13.2856], [-7.9748, 12.6940, 12.8265], [-8.3912, 14.2586, 14.6913], [-6.9450, 15.3398, 12.5087], [-8.2705, 16.3315, 12.8348], [-8.3088, 15.2199, 11.4681], [-9.6548, 13.9409, 13.2058], [-6.8998, 12.7976, 12.9735], [-8.0871, 12.5976, 11.7466], [-8.3033, 11.8106, 13.3741], [-7.6935, 13.6666, 14.9818], [-6.7584, 17.5049, 16.3339], [-7.7069, 17.5380, 15.0628], [-8.7952, 18.6215, 15.1341], [-6.9191, 17.6895, 13.8571], [-7.4375, 17.3084, 17.1636], [-6.3163, 18.4828, 16.5242], [-6.0845, 16.6505, 16.3974], [-8.1779, 16.5720, 14.8804], [-8.4482, 19.6510, 15.2222], [-9.4339, 18.4567, 16.0019], [-9.3517, 18.6225, 14.1969], [-6.3243, 16.9432, 13.7525], [-13.3959, 11.4492, 10.4804], [-12.3742, 12.4545, 9.8834], [-11.9886, 13.5984, 10.8770], [-11.1332, 11.8177, 9.6105], [-12.9633, 10.8863, 11.3076], [-13.5844, 10.6838, 9.7277], [-14.3381, 11.8663, 10.8360], [-12.7710, 12.8646, 8.9547], [-12.9484, 14.0804, 11.0625], [-11.2376, 14.3312, 10.5819], [-11.6854, 13.1304, 11.8136], [-11.1385, 10.8731, 9.7818], [-10.6736, 16.1286, 7.7450], [-11.6329, 15.4893, 8.7774], [-11.7804, 16.2588, 10.0209], [-12.8816, 15.2255, 8.1558], [-10.6119, 15.4916, 6.8627], [-9.6632, 16.2324, 8.1405], [-11.0042, 17.1610, 7.6310], [-11.1441, 14.5698, 9.0994], [-12.4455, 15.8127, 10.7603], [-12.2517, 17.2260, 9.8463], [-10.7730, 16.4445, 10.3935], [-13.4154, 16.0045, 8.3284], [-10.5594, 17.0289, 13.8923], [-11.2188, 16.0821, 12.8349], [-12.0664, 14.9910, 13.5935], [-12.1684, 16.8323, 12.1114], [-10.3255, 18.0275, 13.5232], [-9.6567, 16.5174, 14.2265], [-11.3116, 17.1209, 14.6757], [-10.4905, 15.5300, 12.2409], [-12.7461, 15.3994, 14.3412], [-11.3125, 14.3395, 14.0355], [-12.5945, 14.4571, 12.8034], [-11.7230, 17.6301, 11.8169], [-13.2642, 17.9154, 14.8269], [-14.6528, 17.4420, 14.4041], [-15.6932, 17.1656, 15.4350], [-15.0838, 18.5290, 13.7053], [-12.7876, 17.1114, 15.3878], [-13.1805, 18.8610, 15.3626], [-12.7209, 17.9963, 13.8854], [-14.7010, 16.6503, 13.6564], [-15.5049, 16.1536, 15.7934], [-16.6960, 17.1438, 15.0082], [-15.7691, 17.9548, 16.1829], [-14.8100, 19.2460, 14.2820]],
  "gap_ev": 7.604,
  "e_lumo_ha": -0.0097,
  "e_homo_ev": -7.9
}

Model x:
{
  "formula": "C29H84N4O13",
  "method": "ωB97M-V/def2-TZVPD",
  "elements": ["C", "O", "H", "H", "H", "H", "C", "O", "H", "H", "H", "H", "C", "O", "H", "H", "H", "H", "C", "O", "N", "N", "H", "H", "H", "H", "C", "O", "N", "N", "H", "H", "H", "H", "C", "C", "C", "O", "H", "H", "H", "H", "H", "H", "H", "H", "C", "C", "C", "O", "H", "H", "H", "H", "H", "H", "H", "H", "C", "C", "C", "O", "H", "H", "H", "H", "H", "H", "H", "H", "C", "C", "C", "O", "H", "H", "H", "H", "H", "H", "H", "H", "C", "C", "C", "O", "H", "H", "H", "H", "H", "H", "H", "H", "C", "C", "C", "O", "H", "H", "H", "H", "H", "H", "H", "H", "C", "C", "C", "O", "H", "H", "H", "H", "H", "H", "H", "H", "C", "C", "C", "O", "H", "H", "H", "H", "H", "H", "H", "H"],
  "xyz": [[1.2153, 4.4030, -0.5998], [2.3708, 5.1674, -0.5546], [1.3504, 3.6144, 0.1189], [1.0722, 3.8674, -1.5296], [0.3742, 5.1095, -0.5337], [2.9227, 4.8921, -1.2726], [-0.5082, 2.5404, -3.7087], [-0.6910, 3.8259, -3.0121], [-1.4852, 2.1972, -3.9039], [0.0367, 1.8267, -3.1876], [0.0302, 2.6515, -4.7186], [-1.2883, 4.3688, -3.5865], [3.1604, 2.8534, -3.3118], [3.4912, 4.1357, -2.8600], [2.3681, 2.4088, -2.7223], [3.9799, 2.1485, -3.2059], [2.8404, 2.9427, -4.3108], [4.2400, 4.4618, -3.3187], [-4.0880, -0.2795, 4.3811], [-5.1719, -1.0999, 4.4352], [-3.4502, 0.0092, 5.4330], [-3.6460, 0.3177, 3.3545], [-3.8905, -0.3859, 6.2677], [-2.4546, 0.3246, 5.4109], [-4.0679, 0.1555, 2.4356], [-2.6343, 0.5748, 3.2726], [-0.5082, 0.9797, 4.2186], [0.4365, -0.0415, 3.9834], [-0.9829, 1.2123, 5.4304], [-1.2229, 1.5492, 3.3313], [-0.4105, 0.7564, 6.1715], [-1.6945, 1.9720, 5.7299], [-1.0534, 1.2907, 2.3335], [-1.9408, 2.2178, 3.5570], [-4.0694, -1.0410, -1.1659], [-4.6553, -0.5893, 0.1422], [-4.3349, -1.7428, 1.1322], [-4.1957, 0.4951, 0.4731], [-3.0188, -1.3284, -1.0041], [-4.0344, -0.2645, -1.8715], [-4.5913, -1.8650, -1.5443], [-5.6561, -0.4141, 0.1821], [-4.4298, -2.6907, 0.7072], [-4.9834, -1.5736, 1.9697], [-3.3311, -1.8074, 1.4748], [-4.3178, 1.0738, -0.2127], [3.3143, -0.7259, -1.9409], [3.2398, -2.1180, -2.4448], [4.1899, -3.1316, -1.8275], [2.0927, -2.5862, -2.2770], [2.6589, -0.1083, -2.5923], [4.2872, -0.3310, -2.1297], [3.0720, -0.4972, -0.8613], [3.5551, -2.0711, -3.4817], [5.1980, -2.8137, -1.8199], [4.1563, -4.1315, -2.2745], [3.8531, -3.3850, -0.7936], [2.1647, -3.4777, -2.6700], [-0.0467, 0.6661, -0.8438], [-0.4948, -0.2682, 0.2133], [0.6341, -0.8196, 1.0240], [-1.3633, 0.2369, 0.9079], [0.8859, 0.3494, -1.1502], [0.0728, 1.6597, -0.3809], [-0.7651, 0.6726, -1.6357], [-0.9584, -1.1004, -0.2732], [1.5430, -1.0451, 0.4427], [0.4391, -1.6558, 1.6243], [1.0517, -0.1366, 1.7118], [-2.2026, -0.0028, 0.5304], [2.8389, -3.6521, 1.8075], [2.9920, -2.8865, 3.1317], [4.3792, -3.2176, 3.6882], [2.8369, -1.6611, 3.1174], [3.0661, -4.6584, 1.8877], [3.5578, -3.1673, 1.1463], [1.8395, -3.3832, 1.3914], [2.2135, -3.3434, 3.7285], [5.0634, -2.5579, 3.1449], [4.6795, -4.2634, 3.4084], [4.5031, -3.0325, 4.7659], [1.9901, -1.3859, 3.5482], [-0.3345, -5.1648, -1.6388], [-0.2618, -4.4230, -0.3337], [-1.6263, -3.8347, -0.0025], [0.0016, -5.1418, 0.6347], [-0.1141, -4.4852, -2.4883], [-1.3323, -5.5202, -1.7193], [0.4023, -5.9493, -1.5758], [0.4777, -3.5478, -0.3620], [-1.4817, -3.1099, 0.8504], [-2.3384, -4.5108, 0.3689], [-2.0375, -3.1867, -0.7950], [0.1072, -4.6831, 1.4763], [3.1672, 1.5471, 0.8037], [3.3393, 2.5715, 1.8411], [2.2295, 2.3856, 2.8995], [4.4654, 2.5823, 2.4017], [3.3823, 0.5718, 1.2171], [3.8110, 1.8285, 0.0292], [2.0830, 1.6551, 0.5999], [3.1910, 3.6181, 1.4927], [2.2388, 3.1073, 3.6728], [2.2598, 1.3839, 3.2828], [1.2363, 2.5792, 2.4080], [4.6552, 1.7180, 2.7398], [-1.9620, -0.5221, -3.9107], [-0.8410, -1.4115, -3.5728], [-0.5573, -2.3646, -4.6715], [0.2336, -0.8395, -3.3606], [-1.8022, 0.1284, -4.8164], [-2.2560, 0.1160, -3.0668], [-2.9123, -1.0475, -4.1917], [-1.1663, -1.9327, -2.6547], [-1.4683, -2.9456, -5.0849], [0.1138, -3.1310, -4.3048], [-0.0758, -1.8137, -5.3837], [0.8867, -1.5394, -3.3151], [-2.5038, 3.4258, 0.7575], [-3.2636, 3.6289, -0.5284], [-2.8107, 5.0198, -1.1116], [-3.0370, 2.7857, -1.4383], [-1.4651, 3.1315, 0.5253], [-2.9492, 2.6052, 1.3952], [-2.3859, 4.3320, 1.3001], [-4.4361, 3.7510, -0.5013], [-3.2278, 5.7879, -0.4508], [-3.2676, 5.2719, -2.0495], [-1.7328, 5.3167, -1.0921], [-2.2534, 3.0661, -1.9105]],
  "gap_ev": 9.000,
  "e_lumo_ha": 0.0124,
  "e_homo_ev": -8.7
}

The data favor model x; the next most stable structure lies 1337.5 kJ/mol above it.

Model w:
{
  "formula": "C4H8O4",
  "method": "ωB97M-V/def2-TZVPD",
  "elements": ["C", "C", "C", "C", "O", "O", "O", "O", "H", "H", "H", "H", "H", "H", "H", "H"],
  "xyz": [[-0.2891, 2.0105, -0.9961], [-0.5473, 0.6820, -0.8643], [-1.5151, 0.1415, 0.1277], [2.2044, -0.9768, -0.3868], [-1.0473, 0.2395, 1.5783], [-1.7327, -1.2148, -0.0740], [2.3305, -0.1669, 0.5524], [2.4509, -2.2264, 0.0865], [0.2831, 2.2869, -1.8472], [-0.6137, 2.8580, -0.3270], [-2.4805, 0.6955, 0.0379], [-0.2041, -0.0702, -1.5276], [-1.6969, 0.5556, 2.1624], [-2.1752, -1.5841, 0.6663], [2.3985, -0.4443, 1.4746], [2.6345, -2.7859, -0.6631]],
  "gap_ev": 9.672,
  "e_lumo_ha": 0.0252,
  "e_homo_ev": -9.0
}

Model x:
{
  "formula": "C4H8O4",
  "method": "ωB97M-V/def2-TZVPD",
  "elements": ["C", "C", "C", "C", "H", "H", "H", "H", "H", "H", "H", "H", "O", "O", "O", "O"],
  "xyz": [[0.8421, -1.0402, 0.0666], [0.0556, 0.1078, 0.5632], [-1.3611, -0.0882, 0.5146], [-0.6285, 0.7858, -0.6740], [2.0475, 0.3742, -0.9259], [1.0077, -2.0026, 0.7294], [0.3199, -1.4752, -0.7775], [1.5936, 1.0788, 1.1254], [-2.1136, 0.5540, 1.1388], [-2.5877, -1.6907, -0.4823], [-0.3982, -0.0593, -1.6119], [0.5709, 2.5647, -0.2196], [2.2662, -0.5855, -0.4192], [0.5562, 0.8917, 1.5199], [-1.5948, -1.4777, 0.0463], [-0.5758, 2.0624, -0.5938]],
  "gap_ev": 8.443,
  "e_lumo_ha": -0.0109,
  "e_homo_ev": -8.7
}

The data favor model w; the next most stable structure lies 357.3 kJ/mol above it.